{"formula": "C17H28ClNO6Ru", "method": "wB97M-V/def2-TZVPD", "elements": ["Ru", "C", "C", "O", "C", "C", "O", "C", "C", "O", "C", "C", "O", "C", "C", "O", "C", "C", "O", "H", "H", "H", "H", "H", "H", "H", "H", "H", "H", "H", "H", "H", "H", "H", "H", "H", "H", "H", "H", "H", "H", "H", "H", "Cl", "C", "C", "C", "C", "N", "C", "H", "H", "H", "H"], "coordinates": [[0.14, 0.04, 0.19], [3.14, -0.65, 1.33], [2.54, 0.25, 2.37], [1.66, 1.16, 1.73], [2.30, 2.27, 1.09], [1.21, 3.14, 0.60], [0.41, 2.36, -0.32], [-0.86, 2.96, -0.61], [-1.85, 2.65, 0.46], [-1.98, 1.23, 0.47], [-2.89, 0.73, 1.48], [-2.08, -0.03, 2.50], [-1.20, -0.93, 1.83], [-1.78, -2.16, 1.38], [-0.65, -3.01, 0.92], [-0.06, -2.39, -0.23], [1.16, -3.04, -0.64], [2.34, -2.12, -0.43], [2.02, -1.28, 0.69], [3.78, -1.40, 1.81], [3.73, -0.10, 0.59], [3.33, 0.77, 2.92], [1.94, -0.32, 3.08], [2.93, 1.93, 0.26], [2.93, 2.81, 1.81], [1.63, 4.01, 0.08], [0.60, 3.49, 1.44], [-1.18, 2.53, -1.55], [-0.75, 4.04, -0.73], [-2.81, 3.12, 0.21], [-1.54, 3.01, 1.44], [-3.62, 0.09, 0.98], [-3.42, 1.54, 1.98], [-2.73, -0.56, 3.20], [-1.43, 0.66, 3.05], [-2.48, -1.98, 0.55], [-2.31, -2.66, 2.19], [-1.02, -4.01, 0.66], [0.09, -3.10, 1.72], [1.08, -3.30, -1.69], [1.28, -3.96, -0.07], [2.53, -1.50, -1.31], [3.23, -2.71, -0.22], [-3.64, -1.18, -3.69], [-2.03, -0.70, -3.43], [-1.14, -0.51, -4.49], [0.15, -0.08, -4.21], [0.54, 0.14, -2.90], [-0.33, -0.06, -1.90], [-1.58, -0.46, -2.14], [-1.46, -0.68, -5.51], [0.86, 0.08, -5.01], [1.53, 0.48, -2.65], [-2.25, -0.59, -1.30]], "lowdin_spin": [0.925, -0.001, 0.001, 0.028, 0.003, 0.000, 0.003, -0.001, 0.000, -0.015, -0.001, 0.003, 0.071, 0.004, 0.001, 0.017, 0.000, 0.001, -0.014, -0.001, 0.000, 0.001, 0.000, 0.000, 0.002, 0.000, 0.000, 0.000, -0.001, -0.001, 0.000, 0.000, 0.000, 0.002, 0.000, 0.000, 0.003, 0.001, 0.000, 0.000, 0.000, 0.000, 0.000, -0.001, -0.002, 0.003, -0.002, 0.001, -0.029, -0.001, 0.000, 0.000, 0.000, -0.001], "relative_energy_kcal_mol": 0.0, "spin_multiplicity": 2, "orbital_gap_ev": [5.85, 6.45], "charge": 3, "homo_energy_ev": [-18.60, -18.60], "e_lumo_ha": [-0.4688, -0.4465]}


{"formula": "C17H28N2O2", "method": "wB97M-V/def2-TZVPD", "elements": ["C", "C", "C", "C", "O", "C", "C", "C", "C", "C", "N", "C", "C", "N", "C", "C", "O", "C", "C", "C", "C", "H", "H", "H", "H", "H", "H", "H", "H", "H", "H", "H", "H", "H", "H", "H", "H", "H", "H", "H", "H", "H", "H", "H", "H", "H", "H", "H", "H"], "coordinates": [[-5.62, -3.02, 0.23], [-6.06, -1.76, -0.51], [-6.13, -0.53, 0.40], [-4.76, 0.00, 0.79], [-4.14, 0.51, -0.38], [-2.87, 0.99, -0.30], [-2.10, 1.04, 0.86], [-0.82, 1.55, 0.82], [-0.27, 2.02, -0.36], [1.13, 2.56, -0.37], [2.08, 1.57, 0.13], [3.39, 2.13, 0.35], [4.30, 1.08, 0.97], [4.42, -0.05, 0.08], [5.38, -1.03, 0.54], [5.75, -2.04, -0.55], [4.84, -3.10, -0.70], [3.10, -0.62, -0.14], [2.18, 0.43, -0.76], [-1.04, 1.96, -1.52], [-2.32, 1.46, -1.49], [-5.64, -3.87, -0.45], [-6.29, -3.23, 1.06], [-4.61, -2.92, 0.62], [-7.05, -1.93, -0.94], [-5.37, -1.55, -1.32], [-6.66, 0.27, -0.12], [-6.69, -0.77, 1.31], [-4.14, -0.80, 1.22], [-4.86, 0.80, 1.54], [-2.50, 0.69, 1.81], [-0.22, 1.58, 1.72], [1.19, 3.43, 0.29], [1.40, 2.89, -1.39], [3.31, 2.99, 1.03], [3.85, 2.48, -0.60], [5.30, 1.51, 1.13], [3.89, 0.78, 1.95], [6.29, -0.49, 0.82], [5.03, -1.57, 1.43], [5.78, -1.53, -1.52], [6.75, -2.44, -0.34], [4.74, -3.55, 0.15], [3.19, -1.47, -0.82], [2.66, -0.97, 0.81], [1.19, 0.01, -0.90], [2.59, 0.73, -1.74], [-0.63, 2.32, -2.45], [-2.92, 1.42, -2.38]], "nbo_charge": [-0.607, -0.398, -0.409, -0.064, -0.503, 0.293, -0.263, -0.187, -0.067, -0.229, -0.436, -0.221, -0.222, -0.440, -0.236, -0.072, -0.718, -0.241, -0.234, -0.183, -0.256, 0.212, 0.198, 0.199, 0.201, 0.210, 0.213, 0.202, 0.170, 0.176, 0.211, 0.218, 0.205, 0.169, 0.200, 0.167, 0.199, 0.166, 0.203, 0.155, 0.192, 0.160, 0.463, 0.229, 0.164, 0.215, 0.167, 0.210, 0.222], "relative_energy_kcal_mol": 63.5, "orbital_gap_ev": 9.19, "homo_energy_ev": -8.24, "e_lumo_ha": 0.0346, "smiles": "CCCCOc1ccc(CN2CCN(CCO)CC2)cc1"}


{"formula": "C17H28N4O5S", "method": "wB97M-V/def2-TZVPD", "elements": ["O", "C", "O", "S", "O", "O", "O", "C", "C", "C", "C", "N", "H", "H", "H", "H", "H", "H", "H", "C", "C", "C", "C", "N", "H", "H", "H", "H", "H", "H", "H", "C", "C", "C", "C", "N", "H", "H", "H", "H", "H", "H", "H", "C", "C", "C", "C", "N", "H", "H", "H", "H", "H", "H", "H"], "coordinates": [[4.59, -1.63, 2.36], [4.03, -0.58, 2.01], [4.59, 0.46, 1.67], [2.13, -0.49, 1.98], [1.77, 0.74, 1.30], [1.60, -0.46, 3.34], [1.42, -1.69, 1.09], [-1.13, 3.20, -2.79], [-1.12, 1.72, -2.43], [-0.03, 1.36, -1.41], [1.29, 1.69, -1.96], [2.31, 1.94, -2.43], [-0.19, 3.50, -3.26], [-1.93, 3.42, -3.50], [-1.28, 3.82, -1.91], [-0.97, 1.13, -3.34], [-2.09, 1.44, -2.02], [-0.06, 0.30, -1.17], [-0.18, 1.92, -0.48], [0.64, -6.24, 3.26], [1.47, -5.29, 4.11], [0.78, -3.94, 4.30], [0.56, -3.30, 3.01], [0.37, -2.74, 1.99], [0.50, -5.84, 2.26], [1.13, -7.22, 3.16], [-0.34, -6.40, 3.71], [2.45, -5.16, 3.65], [1.65, -5.74, 5.10], [1.41, -3.29, 4.94], [-0.18, -4.08, 4.81], [2.57, 6.35, -3.23], [1.48, 6.70, -4.24], [0.34, 7.52, -3.63], [-0.31, 6.76, -2.55], [-0.81, 6.15, -1.72], [2.18, 5.72, -2.43], [3.37, 5.79, -3.72], [3.00, 7.25, -2.79], [1.08, 5.78, -4.67], [1.92, 7.27, -5.06], [-0.41, 7.75, -4.38], [0.71, 8.46, -3.22], [-2.85, -2.67, 0.02], [-4.04, -3.54, 0.44], [-3.83, -4.21, 1.80], [-2.66, -5.08, 1.76], [-1.71, -5.72, 1.73], [-1.94, -3.26, -0.09], [-3.05, -2.19, -0.94], [-2.66, -1.89, 0.76], [-4.22, -4.30, -0.33], [-4.94, -2.92, 0.48], [-4.70, -4.81, 2.07], [-3.68, -3.45, 2.57]], "nbo_charge": [-0.762, 0.563, -0.733, 2.143, -1.049, -1.031, -0.901, -0.615, -0.376, -0.523, 0.337, -0.387, 0.204, 0.187, 0.225, 0.190, 0.195, 0.285, 0.268, -0.600, -0.379, -0.472, 0.112, -0.280, 0.245, 0.177, 0.186, 0.214, 0.168, 0.228, 0.185, -0.615, -0.378, -0.506, 0.284, -0.322, 0.240, 0.225, 0.191, 0.216, 0.195, 0.238, 0.234, -0.619, -0.374, -0.507, 0.293, -0.327, 0.247, 0.196, 0.229, 0.192, 0.190, 0.224, 0.251], "orbital_gap_ev": 3.02, "charge": -2, "homo_energy_ev": 0.55, "e_lumo_ha": 0.1314}


{"formula": "C17H28N6ORuTe4", "method": "wB97M-V/def2-TZVPD", "elements": ["Ru", "C", "C", "C", "C", "C", "C", "H", "H", "H", "H", "H", "H", "Te", "Te", "Te", "Te", "C", "N", "C", "C", "C", "N", "C", "C", "O", "H", "H", "H", "H", "H", "H", "H", "H", "H", "H", "H", "H", "C", "C", "C", "C", "N", "C", "N", "N", "N", "H", "H", "H", "H", "H", "H", "H", "H", "H", "H"], "coordinates": [[-0.73, 1.60, -0.24], [-3.54, 0.69, 0.61], [-2.92, -0.37, 1.26], [-2.04, -0.14, 2.31], [-1.76, 1.16, 2.71], [-2.35, 2.23, 2.06], [-3.25, 2.00, 1.01], [-4.26, 0.52, -0.16], [-3.18, -1.39, 0.99], [-1.61, -0.98, 2.84], [-1.11, 1.33, 3.55], [-2.19, 3.24, 2.41], [-3.81, 2.82, 0.59], [1.84, 1.11, -1.21], [0.97, 1.41, -3.73], [-1.46, 2.58, -3.44], [-1.40, 3.99, -1.17], [1.92, -1.50, 2.14], [2.26, -0.25, 2.77], [3.31, -0.29, 3.77], [4.02, 1.06, 3.82], [2.97, 2.14, 4.04], [1.96, 2.05, 3.00], [1.34, 3.29, 2.60], [1.62, 0.89, 2.42], [0.73, 0.83, 1.55], [2.79, -1.92, 1.64], [1.14, -1.30, 1.39], [1.54, -2.21, 2.87], [4.02, -1.08, 3.49], [2.89, -0.55, 4.75], [4.52, 1.23, 2.86], [4.76, 1.07, 4.61], [3.43, 3.13, 3.99], [2.51, 2.03, 5.03], [2.09, 4.01, 2.28], [0.77, 3.72, 3.43], [0.65, 3.10, 1.76], [0.62, -2.52, -4.58], [-0.82, -2.89, -4.90], [-1.48, -1.85, -5.80], [-1.65, -3.12, -3.62], [-1.63, -1.98, -2.74], [-0.88, -1.75, -1.65], [-1.20, -0.57, -1.18], [-2.14, -0.08, -2.00], [-2.40, -0.92, -2.92], [1.20, -2.41, -5.49], [1.10, -3.28, -3.97], [0.67, -1.56, -4.05], [-0.82, -3.86, -5.42], [-1.58, -0.90, -5.29], [-2.47, -2.18, -6.11], [-0.88, -1.70, -6.69], [-1.25, -3.97, -3.06], [-2.69, -3.30, -3.89], [-0.15, -2.42, -1.24]], "lowdin_spin": [1.161, 0.001, 0.000, -0.002, -0.001, -0.002, 0.000, 0.000, 0.000, 0.000, 0.000, 0.000, 0.001, -0.028, -0.014, -0.146, 0.003, 0.000, 0.000, 0.000, 0.000, 0.000, 0.000, 0.001, 0.001, 0.001, 0.000, 0.000, 0.000, 0.000, 0.000, 0.000, 0.000, 0.000, 0.000, 0.000, 0.000, 0.001, 0.000, 0.000, 0.000, 0.000, 0.001, 0.002, 0.021, -0.001, -0.001, 0.000, 0.000, -0.001, 0.000, 0.000, 0.000, 0.000, 0.000, 0.000, 0.000], "relative_energy_kcal_mol": 69.6, "spin_multiplicity": 2, "orbital_gap_ev": [4.68, 5.37], "charge": 1, "homo_energy_ev": [-9.63, -9.55], "e_lumo_ha": [-0.1818, -0.1537]}